Density functional theory data (ωB97M-V with the def2-TZVPD basis set) for a cluster of 2 separate species, C18H23N2O in total at a distorted geometry.

Each line ends with the Mulliken charge.
Element x y z (Å)
1 C -0.81556 -1.08952 3.54761  -1.67
2 C -0.01387 0.15426 3.60868  1.42
3 C -0.81796 1.35573 3.95505  -1.28
4 C 1.39740 0.14047 3.70559  0.57
5 C 2.18557 1.34450 3.66833  -0.22
6 C 3.57777 1.30978 3.74453  -0.83
7 C 4.25175 0.08906 3.88975  -0.25
8 C 3.52086 -1.10478 3.96621  -0.78
9 C 2.12869 -1.08618 3.87935  -0.12
10 H -0.36489 -1.87880 2.93645  0.43
11 H -0.97845 -1.47684 4.57122  0.45
12 H -1.80220 -0.85739 3.12165  0.37
13 H -0.32234 2.31507 3.77639  0.38
14 H -1.75685 1.33119 3.38344  0.36
15 H -1.10203 1.30239 5.02388  0.37
16 H 1.66594 2.30702 3.59900  0.22
17 H 4.13834 2.24542 3.71447  0.39
18 H 5.34418 0.06551 3.93194  0.41
19 H 4.03399 -2.05871 4.10509  0.39
20 H 1.55967 -2.01705 3.99521  0.36
21 C -1.43111 0.95591 -5.72223  -0.72
22 C -1.17447 1.17390 -4.23527  -0.39
23 N -1.30821 -0.11292 -3.55085  0.20
24 C -1.24063 -0.05598 -2.13227  0.21
25 C -0.28335 0.71373 -1.45194  -0.42
26 C -0.25409 0.60097 -0.05321  -0.51
27 N -1.12220 -0.13482 0.64409  -0.18
28 C -2.09505 -0.78100 -0.01679  -0.31
29 C -2.15889 -0.83358 -1.40869  -0.62
30 C -0.57567 -1.25475 -4.10494  -0.41
31 C -0.76921 -1.34132 -5.61614  -0.57
32 O -0.60656 -0.07898 -6.26157  -0.34
33 H -2.51308 0.74050 -5.85268  0.35
34 H -1.14051 1.85480 -6.28606  0.34
35 H -0.17511 1.62976 -4.07590  0.28
36 H -1.94824 1.83930 -3.82690  0.36
37 H 0.44675 1.33237 -1.97071  0.33
38 H 0.50208 1.14940 0.51874  0.36
39 H -2.85489 -1.27684 0.58422  0.36
40 H -2.91866 -1.42226 -1.92078  0.44
41 H 0.51236 -1.17191 -3.89144  0.27
42 H -0.97027 -2.16204 -3.62999  0.34
43 H 0.01946 -1.97405 -6.05045  0.31
44 H -1.77046 -1.78128 -5.81206  0.34

## Properties
frontier orbital gap: 5.2 eV
E_HOMO: -10.845 eV
DFT total energy: -24058.77559 eV
ΔE to the lowest compared entry with this formula, charge and spin: 175.6 kJ/mol
charge: +1
maximum force: 0.0335 hartree/bohr